No. 1
Here is a cluster of 10 separate species, C22H65NO16 in total from OMol25. Energies are from the ωB97M-V functional and the def2-TZVPD basis.

```
! RIJCOSX wB97M-V def2-TZVPD def2/J DEFGRID3
* xyz 0 1
O -3.5435 2.0801 0.3723
O -3.7824 1.9877 -2.4063
O 2.4993 1.3118 -0.0940
O -0.6573 -5.0405 -0.6193
O 3.9233 2.1239 2.0278
O -2.7907 -0.6250 0.5232
O 1.0760 -2.9456 -0.2326
O 1.7093 -1.9378 -3.3004
O 1.3031 -4.6216 -2.7280
O -3.4114 -3.5585 0.1830
O -3.2256 -6.2199 0.0162
O -1.7369 0.4553 -2.2569
O 0.0955 2.1025 -1.4600
O -1.5605 3.5044 -3.5528
O -0.3801 2.3547 3.2910
O 2.6367 -0.3051 3.0797
N -0.9694 4.8723 2.0731
C 0.1990 2.7138 2.0148
C -1.6084 -0.8216 -1.6305
C 2.0387 -2.6576 0.7884
C 4.1837 -0.2074 4.8654
C 0.3746 4.2785 1.9547
C -0.9960 -4.8517 -1.9673
C 1.3601 4.7627 3.0091
C -1.5249 -0.7228 -0.0916
C -4.3048 3.0320 -1.6522
C 4.5134 2.1826 0.6970
C -0.7130 4.2015 -2.6205
C 0.0830 -5.3497 -2.8747
C -0.4494 3.3960 -1.3673
C 2.8896 0.3472 4.3016
C -0.8091 1.0033 3.4489
C 3.3675 2.3724 -0.2832
C 3.4867 -2.5836 0.2798
C -4.7940 2.3823 -0.2939
C 2.0758 0.2842 -4.0824
C 1.6591 -1.0970 -4.4662
C -4.0746 -5.7601 1.0788
C -3.7571 -4.3241 1.3462
H -3.0142 2.4308 -2.8633
H -4.6184 -3.9235 1.9385
H -3.5620 1.1372 0.4758
H 1.2621 -3.7208 -3.0185
H -5.3569 1.4137 -0.5143
H 2.3471 -1.5476 -2.6910
H 0.2317 3.9506 -0.7556
H -1.4089 4.3485 2.8422
H -0.4238 2.3556 1.2120
H 4.0734 -1.2847 5.0416
H -1.0710 -1.6448 0.3831
H 2.0241 0.1510 4.9744
H 1.8449 -3.4288 1.5214
H 0.7394 4.4628 0.9033
H 2.1317 0.9741 -4.9031
H 0.2812 -6.3581 -2.5412
H -1.2032 0.6655 2.4795
H -1.5744 1.0042 4.1723
H -0.3725 -4.1903 -0.2167
H 3.7108 2.4356 -1.3319
H -1.3784 3.2731 -0.8623
H -1.2096 5.2181 -2.3374
H 3.7237 -3.4426 -0.3531
H -2.6238 0.8308 -2.0956
H -3.0686 -4.2676 -0.4260
H 3.0328 0.3017 -3.5772
H 1.5183 -3.4787 -0.8995
H -3.2079 -1.5107 0.5933
H -0.6433 1.4854 -1.8230
H -2.3039 -6.2533 0.2721
H 1.7814 -0.1422 2.7245
H -1.4881 3.9210 -4.4281
H 0.6033 -1.1523 -4.6715
H -2.9707 -4.1770 2.0932
H -1.8344 -5.4899 -2.0956
H 2.8035 3.3187 -0.0709
H 1.1902 2.1803 1.9148
H -3.9552 -6.3763 1.9693
H 2.2021 -1.5690 -5.3223
H -5.1086 -5.8583 0.6649
H 1.6643 1.5188 -0.5402
H 3.6905 -1.5798 -0.1248
H 3.4243 1.2758 1.9288
H 2.8951 1.4264 4.1907
H -3.5365 3.7817 -1.3414
H -1.4645 4.6428 1.2090
H 1.0182 4.3682 3.9820
H 0.2665 4.3897 -3.0964
H 5.1523 1.3388 0.4117
H 4.9839 -0.0936 4.1205
H 1.8026 -1.7313 1.3614
H -0.2947 -5.3676 -3.9236
H 4.0900 -2.8036 1.1495
H -5.4520 2.9350 0.3306
H -1.2281 -3.8481 -2.1467
H 4.4126 0.2994 5.8176
H -5.1133 3.5511 -2.1931
H 1.3674 5.8264 3.1951
H -0.6815 -1.2027 -1.9843
H -0.9717 0.2243 0.1778
H 0.0279 0.3776 3.8515
H 5.1698 3.0908 0.6236
H 2.3951 4.4405 2.6997
H -2.3483 -1.5769 -2.0259
H 1.2411 0.5544 -3.4220
*
```

Total energy ... -58113.92935 eV
SMILES string ... COC[C@H](C)N.OCCO.OCCO.OCCO.OCCO.OCCO.OCCO.CCO.CCO.CCO

=====

No. 2
Here is a cluster of 11 separate species, C22H66O11S3 in total from OMol25. Energies are from the ωB97M-V functional and the def2-TZVPD basis.

```
! RIJCOSX wB97M-V def2-TZVPD def2/J DEFGRID3
* xyz 0 1
S 1.8717 2.1979 -4.0907
S -5.1600 -2.1215 -3.0128
S 4.7479 0.2391 3.2448
O 0.4027 -4.6584 -1.1121
O -0.2444 4.8897 -2.2720
O -3.8059 -1.6670 4.6023
O 1.8765 -3.1755 1.1087
O 3.1136 -3.0698 -3.6035
O -1.3564 -0.6283 -0.3143
O -1.6610 1.9478 -1.6107
O 4.5298 1.6982 3.0057
O 2.3785 2.8355 4.2259
O -6.0146 -3.0556 -2.1469
O 0.4162 2.5613 -3.7969
C -0.0093 0.6338 1.2344
C -0.0005 -0.5428 0.1991
C -0.0275 3.2249 4.0454
C -3.2724 -1.7143 3.3041
C 2.3071 1.0425 -2.7673
C 0.1694 -3.6567 2.8303
C -6.0673 -0.6264 -3.1992
C 0.2649 4.5846 -0.9955
C 3.7171 -2.0574 -1.4223
C 1.3904 -2.9769 2.4522
C -3.8980 2.2188 -0.9261
C 3.6433 -0.4655 4.5086
C -4.1873 -0.9019 2.3615
C -0.4451 -3.7497 -1.8020
C -2.8630 2.5952 -1.9416
C 1.3265 3.4586 3.3919
C -0.9731 -4.3407 -3.0347
C 3.5169 -3.2677 -2.3114
C -3.8869 -1.4970 -1.8870
C 1.0524 5.5852 -0.4088
C 2.9257 3.6263 -3.6722
C 4.1413 -0.5748 1.7571
H 3.5098 -1.4604 4.1960
H 1.8663 5.5393 -1.1503
H -1.6863 -3.7646 -3.6538
H 2.6858 4.1925 -2.7530
H -3.3106 2.3377 -2.7763
H -2.8846 3.6458 -1.9641
H 1.4803 4.5109 3.4446
H -4.3407 1.3106 -1.2414
H 1.3612 -1.8991 2.6916
H 1.4410 2.8703 2.3556
H 0.6211 6.5591 -0.3470
H -4.1264 0.2105 2.5005
H 2.2937 1.4927 -1.8771
H -0.3036 -4.3721 -3.9648
H 2.9541 -0.7626 1.7828
H 2.8079 -4.0050 -1.7221
H -5.4632 -0.0560 -3.8863
H 3.0655 -3.7940 -4.0491
H 1.7989 0.0894 -2.5663
H -0.1340 3.8078 4.9982
H 4.5598 -0.1656 0.8186
H -1.4030 -5.4553 -2.8592
H -3.1924 -1.9512 5.2470
H 2.7780 0.2300 4.3821
H -1.6011 0.2523 -0.7288
H -3.8311 -1.0049 1.3584
H 3.1122 2.5410 3.6674
H -3.2385 -2.4849 -1.6269
H -0.0054 -2.7931 -2.1757
H 4.3998 -1.6536 1.4844
H -0.7474 0.6293 1.9212
H -4.5286 -0.8057 -1.0858
H 0.0445 -3.7569 3.8566
H 1.0197 -4.0952 -0.6230
H -6.4355 0.0315 -2.4099
H 0.8271 3.7363 -1.0569
H -0.3514 2.0434 4.1718
H 3.3724 0.8555 -2.9743
H -3.1859 -0.9191 -2.4237
H 0.9123 0.6869 1.9420
H 2.5806 -3.8496 1.1617
H 1.6828 5.3470 0.4536
H -2.2828 -1.0468 3.2933
H -3.4351 2.3192 0.1272
H -1.2113 -3.5404 -0.9760
H 2.7250 -1.7265 -1.1775
H 4.3727 -3.8349 -2.3829
H 4.1869 -1.1532 -2.0115
H -0.4774 4.2122 -0.3902
H 4.2564 -0.2238 5.5955
H -1.0454 2.3130 -2.0640
H -7.0561 -0.8209 -3.7929
H -3.1608 -2.6443 2.9613
H -0.1573 4.0351 -2.7759
H 0.1386 -1.4251 0.7551
H -0.8593 3.8027 3.4700
H -4.7093 2.8957 -1.2878
H 0.8609 -0.3035 -0.3723
H 3.8844 3.0441 -3.4267
H 2.1670 -3.0116 3.3213
H -0.7449 -3.2451 2.3822
H -0.0264 1.5651 0.5601
H 2.8849 4.3707 -4.4471
H 0.3527 -4.5728 2.3436
H -5.2191 -1.2374 2.4523
H 4.2313 -2.2339 -0.6193
*
```

Total energy ... -78898.38448 eV

=====

No. 3
Here is a cluster of 10 separate species, C22H67N3O15 in total from OMol25. Energies are from the ωB97M-V functional and the def2-TZVPD basis.

```
! RIJCOSX wB97M-V def2-TZVPD def2/J DEFGRID3
* xyz 0 1
O -7.2948 -1.5919 6.6322
O -9.5971 -1.5549 -0.9935
O 12.7127 7.6145 4.6897
O -3.6403 -7.1488 -4.9429
O 2.1574 0.8420 1.4723
O -0.2807 7.5746 0.0732
O 10.7797 3.0016 0.1336
O 7.4681 5.4300 -3.0458
O -3.6324 -10.6745 -3.9496
O 7.9511 3.5966 -5.1440
O 1.2069 -6.9914 2.3616
O 10.3685 6.6845 5.9509
O -6.8586 -2.4282 -0.9120
O -0.4759 -1.9097 -5.2498
O 1.0129 8.1876 2.6007
N -6.0633 -4.7208 8.3602
N -1.8581 0.8377 -5.3087
N -0.4973 -1.5724 0.5118
C -3.6438 -9.6137 -4.9720
C -8.9219 -1.7529 -2.1724
C -4.7104 -2.8832 7.5508
C 6.6100 5.3601 -4.2139
C -6.1391 -3.3520 7.9001
C 0.0617 -0.3598 1.0560
C 0.6695 6.7423 0.6796
C -7.1523 -3.0427 6.7973
C 12.2314 6.3333 4.3578
C -7.4154 -1.4994 -1.9173
C 1.5900 -0.3831 1.0300
C 10.6746 6.3076 4.5474
C 3.6235 0.7720 1.5237
C -2.0964 0.7219 -7.6067
C 0.6448 6.8698 2.2156
C 6.5819 3.8974 -4.6833
C 0.4169 -3.0708 -5.3951
C -0.4807 -0.1002 2.4575
C -3.6759 -8.3067 -4.1209
C -8.1696 -1.2715 5.5727
C -1.8658 -0.1084 -6.3821
C -0.4893 -0.9340 -6.3604
H -0.3721 -1.3482 -7.3618
H 7.2291 6.2197 -2.5551
H 10.1197 6.9538 3.8672
H 2.1354 -7.2015 2.2616
H 5.5842 5.6473 -3.9831
H -3.9705 -3.3761 8.1815
H -2.8277 1.0992 -5.2008
H -9.5751 -0.6392 -0.7063
H -0.2386 -0.8640 3.1965
H -3.1479 0.9690 -7.4606
H -0.2390 -2.2609 1.2042
H -6.8309 -4.9668 8.9687
H -2.7594 -8.2980 -3.5310
H 6.2353 3.1403 -3.9799
H 11.5238 2.8188 -0.4401
H -2.6545 -0.8601 -6.3499
H 10.1751 3.5059 -0.4108
H 12.5019 6.2665 3.3040
H -6.1323 -5.3453 7.5694
H 3.9689 1.5658 2.1860
H -2.0134 0.2045 -8.5625
H 1.6995 6.8404 0.3368
H 2.0069 -1.2118 1.6024
H -6.8227 -1.6207 -2.8239
H 7.0097 5.8870 -5.0803
H 8.6265 3.8730 -4.5204
H 5.9520 3.7120 -5.5534
H -7.2930 -0.4635 -1.6011
H 13.6098 7.4383 4.9825
H -3.6565 -11.5163 -4.4105
H -9.1504 -2.7522 -2.5429
H 12.8031 5.6145 4.9448
H -4.6074 -1.7991 7.5976
H -8.9411 -2.0220 5.4001
H -6.6944 -3.4411 5.8920
H 3.8194 -0.2210 1.9285
H -4.5704 -9.7086 -5.5382
H -6.3597 -2.8788 8.8569
H -9.2461 -1.0668 -2.9549
H 0.6073 -3.4176 -4.3794
H 1.2703 6.1343 2.7214
H 0.3138 -0.2048 -6.2534
H 10.3459 5.2923 4.3256
H 1.3919 -2.7778 -5.7843
H -1.5662 -0.0515 2.5431
H -8.6502 -0.3235 5.8146
H 1.0572 -7.0093 3.3068
H 4.0750 0.8342 0.5335
H -1.4824 1.6225 -7.5992
H -8.1296 -3.4901 6.9787
H -1.6518 0.3736 -4.4357
H -0.0473 -3.8754 -5.9653
H 0.2521 8.7081 2.3326
H -7.6185 -1.2246 4.6335
H 10.7029 7.5804 6.0351
H 0.3811 5.7083 0.4908
H -0.0180 -1.7957 -0.3487
H 1.9259 -0.6380 0.0249
H -5.9113 -2.2879 -0.8441
H -0.3871 6.6030 2.4438
H -0.2474 0.4579 0.4048
H -2.8015 -9.7756 -5.6446
H -4.3732 -3.2189 6.5701
H -4.4097 -8.1450 -3.3312
H -0.3800 7.1133 -0.7628
H -3.1606 -6.4661 -4.4680
H -0.1881 0.8777 2.8400
*
```

Total energy ... -59075.87999 eV
SMILES string ... COC[C@H](C)N.COC[C@H](C)N.COC[C@H](C)N.OCCO.OCCO.OCCO.OCCO.OCCO.O.O

=====

No. 4
Here is a cluster of 9 separate species, C22H67N5O10 in total from OMol25. Energies are from the ωB97M-V functional and the def2-TZVPD basis.

```
! RIJCOSX wB97M-V def2-TZVPD def2/J DEFGRID3
* xyz 0 1
O 2.5456 0.5325 -3.9990
O 4.0309 2.5532 1.3087
O -0.9788 0.7441 3.5114
O -2.4968 -2.7843 2.1990
O 2.2875 0.8678 4.4648
O 1.2701 0.2948 1.7525
O -1.7844 -0.1821 0.9863
O -1.6924 -2.7131 -2.0869
O 1.7061 -4.7059 3.9634
O -3.1652 4.6102 0.5328
N 0.3493 2.1705 -4.8422
N 1.8658 3.5729 -0.4454
N 3.6349 -1.5508 4.0302
N -4.6110 -4.8811 -1.8508
N -4.3657 1.0981 0.7716
C -0.3721 -2.8555 -1.6053
C 3.4922 -0.5061 -3.9976
C 2.9404 -2.6559 3.3609
C 0.6425 -4.4090 3.0939
C -3.1863 3.2687 0.9058
C -4.4434 -2.7462 -3.0218
C 0.6299 -0.5847 0.8405
C -3.6765 -4.0347 -2.6891
C 1.2084 0.0780 -4.0369
C -5.6940 3.1976 1.1295
C 4.2093 3.4761 0.2613
C 4.0409 1.1910 0.8489
C 0.3071 1.2387 -3.7134
C -1.1773 0.8790 -3.5607
C 2.3768 -3.5657 4.4621
C -0.5872 0.0225 0.2300
C -4.4492 2.5524 0.5313
C 3.5539 4.4900 -1.9407
C -1.9682 5.2632 0.9700
C -2.4767 -3.8446 -1.7450
C 3.2702 3.3847 -0.9276
C 3.9481 -3.2993 2.4124
H -2.7249 -3.7198 -0.6872
H 0.9762 -0.2374 -5.0655
H 1.0280 -4.0269 2.1406
H -5.9752 2.7370 2.0791
H 3.2680 -3.9586 4.9543
H -0.7961 -0.3609 -0.7727
H -0.4754 1.1086 0.1240
H 1.5287 2.6931 -0.0513
H -4.4661 0.9610 1.7882
H -1.4711 0.2344 -2.7269
H -4.4633 -2.2049 -2.0709
H 4.4884 -0.0682 -3.9195
H -2.5344 0.3672 0.6883
H -5.5182 4.2598 1.2859
H 4.9240 0.9915 0.2363
H 3.6377 5.4586 -1.4490
H 0.6792 1.7819 -2.8330
H -5.5010 -2.9796 -3.1676
H -1.9577 -4.8125 -1.8222
H 3.3970 -1.2004 -3.1562
H -1.4182 0.3064 4.2481
H 1.2702 3.6198 -1.2727
H 2.9796 -0.9459 4.5248
H 4.6694 -3.8020 3.0639
H 0.2426 -1.9723 -1.4802
H 3.4223 -1.0015 -4.9747
H 1.7582 1.5149 3.9829
H -1.4621 0.2893 -4.4343
H 3.5503 -4.0132 1.6906
H 1.8198 -2.9549 5.1769
H 4.1896 4.4638 0.7274
H 2.7644 4.5885 -2.6876
H 0.5310 -1.5438 1.3615
H -2.4795 -1.9187 1.7593
H 1.0557 -0.8286 -3.4387
H 3.2511 2.3873 -1.3769
H 4.0261 0.6678 1.7984
H -2.3816 2.7096 0.3964
H 3.9306 -0.8508 3.3546
H 4.5316 -2.5772 1.8392
H -1.8025 1.7609 -3.4266
H -2.1877 -2.6127 3.0940
H -3.4993 -4.5341 -3.6465
H 4.4596 4.2486 -2.4999
H 0.0531 -5.2931 2.8609
H -5.2951 0.7058 0.5960
H 0.7184 0.4460 2.5340
H -1.2159 4.8902 0.2646
H 2.1030 -2.2508 2.7790
H -1.6899 4.9598 1.9792
H -2.0319 6.3381 0.8420
H 1.3474 -0.6918 0.0180
H 0.1073 -3.6216 -2.2280
H -3.0033 3.1546 1.9861
H 1.2457 2.6518 -4.8439
H -6.4915 3.0012 0.4105
H -0.3242 2.9247 -4.7903
H -1.3664 0.3470 2.7015
H -4.4978 2.6293 -0.5619
H 5.2373 3.4125 -0.1348
H 3.1475 1.0008 0.2558
H -3.9602 -5.5568 -1.4408
H -4.0793 -2.1748 -3.8705
H -0.0290 -3.6366 3.4816
H -0.3480 -3.3432 -0.6187
H -5.0737 -5.4699 -2.5452
H 2.9970 1.3851 4.8650
*
```

Total energy ... -51822.15809 eV
SMILES string ... COC[C@H](C)N.COC[C@H](C)N.COC[C@H](C)N.COC[C@H](C)N.COC[C@H](C)N.OCCO.O.O.O